No. 1
Molecular formula: C24H53INO10S8
Method: DFT, ωB97M-V/def2-TZVPD

XYZ file:
```
97
C24H53INO10S8 ωB97M-V/def2-TZVPD
C 0.880 1.126 0.239
C -0.532 1.334 0.197
N -2.020 1.179 0.577
C -2.830 -0.042 0.099
C -4.425 -0.269 0.503
C -5.131 0.862 1.459
C -6.708 0.744 1.911
O -7.619 0.632 0.919
O -7.057 0.769 3.360
C -4.210 2.145 1.966
I -4.975 3.749 3.304
C -2.621 2.265 1.468
H 2.043 0.894 0.371
H -2.260 -0.820 -0.572
H -4.947 -1.246 0.086
H -6.236 0.707 3.929
H -1.971 3.187 1.841
C 6.109 -1.274 2.459
S 4.477 -1.023 1.721
O 4.343 0.438 1.409
C 3.538 -1.344 3.233
H 6.869 -1.087 1.696
H 6.254 -0.581 3.291
H 6.197 -2.305 2.810
H 3.841 -0.647 4.017
H 3.710 -2.373 3.559
H 2.475 -1.207 3.018
C -7.704 -0.634 -2.050
S -7.214 -2.375 -2.061
O -5.716 -2.422 -2.013
C -7.713 -2.697 -3.770
H -7.449 -0.207 -1.077
H -7.172 -0.090 -2.834
H -8.783 -0.557 -2.206
H -7.180 -2.026 -4.448
H -8.791 -2.552 -3.869
H -7.464 -3.732 -4.015
C -9.579 -1.517 -7.564
S -7.836 -1.985 -7.690
O -7.130 -1.421 -6.492
C -7.458 -0.913 -9.098
H -10.020 -2.044 -6.714
H -9.667 -0.439 -7.406
H -10.102 -1.807 -8.478
H -7.676 0.127 -8.846
H -8.050 -1.223 -9.962
H -6.396 -1.013 -9.334
C 5.744 -5.238 6.727
S 4.241 -4.307 6.344
O 4.522 -3.479 5.125
C 4.329 -3.211 7.779
H 5.913 -5.969 5.933
H 6.599 -4.560 6.783
H 5.617 -5.761 7.678
H 5.272 -2.658 7.770
H 4.249 -3.801 8.695
H 3.496 -2.506 7.730
C -5.656 2.204 -4.125
S -7.159 3.135 -4.509
O -6.878 3.963 -5.727
C -7.071 4.232 -3.073
H -5.487 1.473 -4.919
H -4.801 2.882 -4.069
H -5.783 1.681 -3.175
H -6.128 4.784 -3.082
H -7.151 3.641 -2.157
H -7.904 4.937 -3.123
C 9.462 0.136 7.017
S 8.162 -0.608 6.003
O 7.871 -1.966 6.568
C 9.185 -0.840 4.530
H 9.057 0.335 8.012
H 10.308 -0.550 7.103
H 9.786 1.076 6.565
H 10.048 -1.466 4.769
H 9.518 0.132 4.159
H 8.583 -1.332 3.762
C -1.799 0.587 -5.294
S -1.227 0.701 -3.582
O -1.324 2.140 -3.169
C 0.512 0.355 -3.944
H -2.869 0.807 -5.319
H -1.267 1.312 -5.915
H -1.630 -0.425 -5.670
H 0.901 1.094 -4.648
H 0.605 -0.649 -4.363
H 1.078 0.411 -3.011
C 9.232 2.659 0.537
S 10.718 2.252 1.485
O 10.307 1.331 2.595
C 10.940 3.899 2.199
H 8.885 1.757 0.029
H 8.448 3.020 1.207
H 9.471 3.423 -0.207
H 10.052 4.184 2.766
H 11.123 4.622 1.400
H 11.804 3.874 2.867
```

Total charge: +1
LUMO energy, Ha: -0.1948
Orbital gap, eV: 4.735

Computed Mulliken charges, given in elementary charges: -0.030, -0.524, 0.243, -0.059, -0.485, 0.505, 0.406, -0.457, -0.390, -0.583, 0.229, 0.062, 0.468, 0.422, 0.326, 0.375, 0.376, -1.038, 0.464, -0.674, -0.723, 0.455, 0.232, 0.457, 0.265, 0.262, 0.355, -0.083, 0.440, -0.624, -0.830, -0.108, -0.092, 0.420, 0.230, 0.338, 0.420, -0.911, 0.463, -0.574, -0.973, 0.284, 0.286, 0.388, 0.306, 0.388, 0.311, -0.816, 0.410, -0.548, -0.797, 0.314, 0.164, 0.390, 0.166, 0.386, 0.305, -0.800, 0.541, -0.637, -0.884, 0.268, 0.393, 0.208, 0.307, 0.254, 0.336, -1.002, 0.538, -0.610, -0.763, 0.339, 0.302, 0.358, 0.400, 0.321, 0.163, -0.810, 0.664, -0.616, -0.906, 0.081, 0.343, 0.370, 0.338, 0.358, 0.211, -0.922, 0.413, -0.583, -0.935, 0.301, 0.296, 0.381, 0.302, 0.375, 0.310


No. 2
Molecular formula: C24H53N4NiO7
Method: DFT, ωB97M-V/def2-TZVPD

XYZ file:
```
89
C24H53N4NiO7 ωB97M-V/def2-TZVPD
Ni -0.687 0.439 -0.432
C -1.178 -4.394 -0.559
C -1.141 -3.393 0.633
C -1.102 -4.241 1.915
C 0.259 -4.848 2.252
C 1.339 -3.755 2.153
C 1.300 -2.989 0.832
N -0.030 -2.452 0.646
O -0.104 -1.472 -0.327
C 1.873 -3.796 -0.355
C 2.264 -1.820 1.061
C -2.487 -2.701 0.589
H -0.474 -5.222 -0.530
H -0.960 -3.850 -1.485
H -2.190 -4.792 -0.646
H -1.817 -5.065 1.819
H -1.495 -3.653 2.753
H 0.473 -5.720 1.634
H 0.296 -5.131 3.306
H 2.313 -4.232 2.290
H 1.153 -3.093 3.002
H 1.484 -4.806 -0.400
H 2.960 -3.796 -0.236
H 1.721 -3.215 -1.266
H 1.867 -1.133 1.816
H 2.414 -1.214 0.161
H 3.272 -2.105 1.372
H -3.293 -3.439 0.717
H -2.789 -2.260 -0.359
H -2.679 -2.028 1.430
C 2.319 3.235 -4.076
O 1.681 2.253 -3.288
C 1.319 1.091 -4.024
C 0.922 0.036 -3.018
O -0.354 0.223 -2.430
C -1.469 0.011 -3.287
C -2.743 0.291 -2.484
O -2.570 -0.015 -1.108
C -3.761 0.233 -0.378
H 1.755 3.432 -4.997
H 3.343 2.967 -4.349
H 2.304 4.150 -3.484
H 2.197 0.744 -4.582
H 0.528 1.351 -4.738
H 1.646 0.068 -2.206
H 0.985 -0.956 -3.474
H -1.461 -1.016 -3.656
H -1.442 0.754 -4.086
H -3.625 -0.220 -2.878
H -3.002 1.356 -2.560
H -3.966 1.310 -0.354
H -3.666 -0.160 0.625
H -4.626 -0.207 -0.882
C -0.606 3.582 -0.835
O -1.074 2.461 -0.659
N -0.643 4.293 -1.958
C -1.171 3.718 -3.173
C -0.311 5.710 -1.989
H -0.191 4.170 -0.002
H -2.149 4.168 -3.380
H -1.279 2.644 -3.133
H -0.530 3.961 -4.022
H -1.253 6.262 -2.045
H 0.219 5.981 -1.081
H 0.254 5.948 -2.887
C -1.592 1.051 2.642
O -1.398 0.538 1.545
N -1.413 0.385 3.785
C -1.668 0.990 5.075
C -0.956 -0.996 3.773
H -1.800 2.119 2.799
H -2.076 1.993 4.932
H -0.747 1.074 5.651
H -2.449 0.457 5.618
H -0.937 -1.471 2.795
H 0.073 -1.032 4.144
H -1.611 -1.554 4.444
C 2.394 1.538 0.311
O 1.208 1.279 0.159
N 2.892 1.961 1.481
C 4.305 2.269 1.575
C 2.212 1.799 2.744
H 3.150 1.435 -0.476
H 4.844 1.608 2.256
H 4.435 3.299 1.912
H 4.811 2.173 0.615
H 2.436 2.689 3.343
H 1.133 1.771 2.635
H 2.614 0.973 3.334
```

Total charge: +1
2S+1: 3
LUMO energy (spin up / spin down), Ha: -0.0664 / -0.0664
ΔE to the lowest compared entry with this formula, charge and spin, kcal per mole: 0.0
Orbital gap (spin up / spin down), eV: 6.421 / 6.370
Expectation value of S²: 2.0041

Computed Mulliken charges, given in elementary charges: 2.579, -1.692, 1.512, -1.002, -0.887, -1.037, 1.402, 0.245, 0.112, -1.624, -1.718, -1.564, 0.291, 0.217, 0.501, 0.366, 0.372, 0.368, 0.434, 0.421, 0.248, 0.308, 0.472, 0.178, 0.082, 0.089, 0.582, 0.550, 0.118, -0.009, -0.975, -0.096, -0.863, -0.452, 0.770, -1.314, -0.857, 0.342, -1.003, 0.377, 0.311, 0.221, 0.550, 0.398, -0.356, 0.531, 0.563, 0.358, 0.572, 0.424, 0.222, 0.210, 0.344, -0.014, -0.846, 0.411, -0.677, -0.947, 0.322, 0.425, -0.277, 0.322, 0.370, 0.270, 0.336, -0.303, -0.679, 0.368, -0.954, -0.741, 0.348, 0.332, 0.331, 0.326, -0.147, 0.385, 0.477, -0.334, -0.792, 0.237, -0.981, -0.981, 0.290, 0.337, 0.320, 0.353, 0.454, 0.152, 0.313


No. 3
Molecular formula: C24H53N5NiO6
Method: DFT, ωB97M-V/def2-TZVPD

XYZ file:
```
89
C24H53N5NiO6 ωB97M-V/def2-TZVPD
Ni -0.265 -0.247 -0.545
C 2.567 2.243 -0.520
C 3.474 1.115 0.009
C 4.379 1.806 1.047
C 5.007 0.871 2.078
C 3.932 0.013 2.717
C 3.165 -0.789 1.677
N 2.667 0.093 0.658
O 1.725 -0.508 -0.161
C 1.980 -1.433 2.409
C 4.045 -1.962 1.176
C 4.284 0.591 -1.176
H 1.906 1.849 -1.291
H 3.170 3.084 -0.863
H 1.867 2.579 0.245
H 3.906 2.664 1.533
H 5.218 2.228 0.478
H 5.601 1.442 2.794
H 5.729 0.267 1.517
H 3.268 0.674 3.289
H 4.381 -0.645 3.470
H 1.246 -0.669 2.705
H 2.293 -1.975 3.304
H 1.367 -2.092 1.792
H 3.634 -2.419 0.274
H 4.113 -2.748 1.931
H 5.045 -1.607 0.918
H 4.898 -0.280 -0.926
H 4.939 1.367 -1.576
H 3.603 0.234 -1.951
C -0.989 -3.542 -3.243
C -1.335 -2.058 -3.093
C -2.868 -1.865 -3.088
O -0.730 -1.522 -2.002
H -0.013 -3.707 -3.697
H -1.711 -4.000 -3.934
H -1.085 -4.024 -2.270
H -0.996 -1.576 -4.039
H -3.318 -1.980 -4.075
H -3.080 -0.845 -2.748
H -3.312 -2.492 -2.307
C -1.143 -2.005 2.097
O -0.778 -1.541 1.037
N -2.426 -2.125 2.490
C -2.775 -2.604 3.817
C -3.459 -1.763 1.560
H -0.449 -2.416 2.847
H -3.302 -1.810 4.351
H -1.965 -3.083 4.353
H -3.546 -3.372 3.671
H -3.196 -2.016 0.532
H -4.362 -2.358 1.735
H -3.725 -0.705 1.587
C 0.279 1.384 2.116
O -0.200 1.377 1.000
N -0.424 1.332 3.262
C 0.218 1.479 4.547
C -1.872 1.291 3.275
H 1.360 1.432 2.318
H 0.514 0.522 4.987
H -0.377 2.062 5.246
H 1.162 2.024 4.444
H -2.249 0.378 3.745
H -2.266 2.177 3.772
H -2.238 1.225 2.250
C -3.084 1.523 -0.676
O -2.371 0.574 -0.444
N -4.413 1.462 -0.925
C -5.107 0.200 -1.144
C -5.157 2.662 -1.230
H -2.729 2.565 -0.706
H -5.296 0.075 -2.211
H -6.049 0.253 -0.594
H -4.519 -0.632 -0.775
H -5.273 2.807 -2.306
H -6.095 2.706 -0.679
H -4.590 3.532 -0.886
C -0.054 1.753 -3.104
O -0.076 1.308 -1.974
N 0.686 1.249 -4.097
C 0.522 1.710 -5.462
C 1.431 0.004 -3.903
H -0.597 2.657 -3.429
H 0.343 2.781 -5.541
H -0.345 1.209 -5.905
H 1.402 1.456 -6.047
H 1.442 -0.283 -2.852
H 0.961 -0.771 -4.506
H 2.479 0.182 -4.157
```

2S+1: 3
LUMO energy (spin up / spin down), Ha: 0.0134 / 0.0134
ΔE to the lowest compared entry with this formula, charge and spin, kcal per mole: 0.0
Orbital gap (spin up / spin down), eV: 5.728 / 5.707
Expectation value of S²: 2.0036

Computed Mulliken charges, given in elementary charges: 3.404, -1.424, 1.507, -1.348, -0.986, -0.865, 1.413, 1.325, -1.262, -1.412, -1.928, -1.411, -0.217, 0.514, 0.242, 0.397, 0.485, 0.429, 0.340, 0.071, 0.435, -0.168, 0.451, 0.390, 0.270, 0.489, 0.345, 0.340, 0.439, -0.079, -1.480, 0.544, -0.922, -0.696, 0.294, 0.425, 0.254, -0.201, 0.437, -0.077, 0.237, -0.041, -0.807, 0.353, -1.027, -0.724, 0.245, 0.359, 0.308, 0.363, 0.008, 0.397, 0.278, -0.431, -0.706, 0.452, -1.017, -0.677, 0.309, 0.291, 0.364, 0.355, 0.200, 0.473, -0.142, -0.395, -0.277, 0.359, -0.735, -0.966, 0.274, 0.357, 0.358, -0.021, 0.336, 0.298, 0.350, -0.256, -0.360, 0.231, -0.944, -1.078, 0.319, 0.315, 0.348, 0.328, 0.069, 0.470, 0.439


What is the formula in the second record? C24H53N4NiO7